The following is a DFT calculation (ωB97M-V with the def2-TZVPD basis set) of 6 unconnected molecules or ions with the total composition C29H42F10N7O17PS4.

## Properties
gap between HOMO and LUMO: 0.2777 Ha
structure (SMILES): CS(=O)(=O)N1c2c(cc(CCC(F)(F)C(F)(F)S(F)(F)(F)(F)F)c(CCCS)c2F)Sc2c(CCC(=O)O)c([PH2]=N)c(COO)c(O)c21.C[N+](=O)[O-].C[N+](=O)[O-].C[N+](=O)[O-].C[N+](=O)[O-].C[N+](=O)[O-]
HOMO level: -8.24 eV
max |F|: 5.5 eV/A
E_LUMO: -0.69 eV
relative energy (zero: lowest compared OMol25 entry of this formula, charge and spin): 3.765 eV

Each line ends with the Mulliken charge.
Positions of all 110 atoms, in Å:
1 C -3.708 1.390 2.854  -0.9171
2 S -3.327 2.730 1.683  1.2806
3 O -4.494 2.955 0.817  -0.6960
4 O -3.112 3.988 2.413  -0.6350
5 N -2.003 2.395 0.630  0.8466
6 C -1.714 0.981 0.511  -2.4022
7 C -0.851 0.238 1.454  1.2876
8 C -0.529 -1.171 1.329  -1.0218
9 C -1.103 -1.887 0.177  1.1315
10 C -0.724 -3.414 0.000  -0.9384
11 C 0.461 -3.444 -1.034  -0.0771
12 C 1.152 -4.841 -1.191  0.5590
13 F 0.083 -5.744 -1.386  -0.2630
14 F 1.883 -4.950 -2.363  -0.3383
15 C 1.910 -5.394 0.068  0.7255
16 F 2.466 -6.605 -0.312  -0.3141
17 F 1.056 -5.724 1.098  -0.2662
18 S 3.283 -4.346 0.790  1.2280
19 F 4.410 -5.394 0.223  -0.3188
20 F 3.216 -5.275 2.154  -0.3400
21 F 2.250 -3.291 1.466  -0.2333
22 F 3.495 -3.464 -0.554  -0.3089
23 F 4.493 -3.508 1.478  -0.2932
24 C -1.963 -1.233 -0.803  0.1131
25 C -2.560 -2.042 -2.013  -1.5996
26 C -1.720 -1.862 -3.358  -0.6598
27 C -2.354 -0.766 -4.326  0.0748
28 S -0.940 0.336 -4.839  -0.1090
29 C -2.249 0.208 -0.602  0.9568
30 F -3.066 0.866 -1.485  -0.1500
31 S -0.162 1.252 2.815  -0.2723
32 C 0.185 2.820 1.930  0.6689
33 C 1.386 3.595 2.201  0.0424
34 C 2.474 3.186 3.243  -0.7943
35 C 1.913 2.897 4.695  -0.3778
36 C 2.396 1.477 5.182  0.4757
37 O 2.378 0.494 4.479  -0.4801
38 O 2.851 1.287 6.491  -0.4977
39 C 1.575 4.819 1.401  0.9736
40 P 3.068 5.922 1.560  0.3251
41 N 4.364 4.980 1.455  -0.7301
42 C 0.574 5.213 0.390  -0.3393
43 C 0.745 6.495 -0.517  -1.2672
44 O 1.836 6.197 -1.450  -0.2488
45 O 1.838 4.847 -1.738  -0.2378
46 C -0.636 4.415 0.137  0.3763
47 O -1.574 4.791 -0.814  -0.6908
48 C -0.823 3.194 0.921  -0.7069
49 H -4.573 1.766 3.471  0.4166
50 H -4.071 0.451 2.363  0.2989
51 H -2.872 1.199 3.567  0.2785
52 H 0.127 -1.641 2.093  0.3985
53 H -1.650 -3.940 -0.357  0.3506
54 H -0.469 -3.777 1.024  0.6346
55 H 0.008 -3.225 -2.044  -0.3181
56 H 1.177 -2.605 -0.844  0.4934
57 H -3.599 -1.636 -2.178  0.7109
58 H -2.669 -3.136 -1.814  0.0926
59 H -0.640 -1.657 -3.145  0.5000
60 H -1.794 -2.846 -3.918  -0.1877
61 H -3.179 -0.212 -3.792  -0.0454
62 H -2.705 -1.279 -5.262  0.4406
63 H 0.132 -0.522 -4.839  0.0048
64 H 2.981 2.264 2.838  0.3622
65 H 3.292 3.945 3.346  0.4520
66 H 2.352 3.615 5.443  -0.0309
67 H 0.801 3.008 4.722  0.5454
68 H 3.486 0.549 6.400  0.3575
69 H 3.016 6.683 2.763  0.0441
70 H 3.142 6.842 0.471  0.0982
71 H 4.909 5.275 0.635  0.2301
72 H 0.959 7.405 0.090  0.4343
73 H -0.161 6.650 -1.166  0.3251
74 H 2.761 4.526 -1.741  0.2989
75 H -1.644 4.078 -1.476  0.2957
76 C -5.801 3.320 -3.811  -0.7835
77 N -5.354 1.906 -3.919  0.9011
78 O -4.170 1.679 -3.758  -0.4699
79 O -6.209 1.076 -4.161  -0.5594
80 H -4.938 3.943 -3.593  0.3014
81 H -6.247 3.596 -4.763  0.2964
82 H -6.528 3.373 -3.004  0.2892
83 C -1.916 -7.258 -4.202  -0.7702
84 N -2.312 -5.869 -3.848  0.9425
85 O -2.685 -5.665 -2.707  -0.4923
86 O -2.233 -5.032 -4.727  -0.5504
87 H -2.036 -7.889 -3.326  0.2957
88 H -2.566 -7.588 -5.009  0.3056
89 H -0.875 -7.231 -4.519  0.2810
90 C 2.508 6.668 7.936  -0.7499
91 N 2.361 6.493 6.466  0.8623
92 O 3.309 6.797 5.766  -0.5157
93 O 1.298 6.056 6.068  -0.4702
94 H 3.499 7.062 8.143  0.3006
95 H 1.739 7.365 8.261  0.2908
96 H 2.375 5.692 8.397  0.2923
97 C -0.208 -8.441 1.223  -0.6382
98 N -1.282 -9.339 0.721  0.9260
99 O -1.092 -9.903 -0.341  -0.5376
100 O -2.276 -9.445 1.412  -0.5437
101 H 0.612 -8.444 0.510  0.2608
102 H -0.632 -7.445 1.318  0.2054
103 H 0.118 -8.825 2.187  0.3270
104 C 4.085 0.098 -5.108  -0.7452
105 N 2.684 0.513 -5.390  0.8101
106 O 1.972 0.770 -4.435  -0.4690
107 O 2.352 0.564 -6.557  -0.4996
108 H 4.239 0.096 -4.032  0.3070
109 H 4.220 -0.900 -5.519  0.2924
110 H 4.743 0.815 -5.592  0.2852

***

The following is a DFT calculation (ωB97M-V with the def2-TZVPD basis set) of 7 unconnected molecules or ions with the total composition C22H54N9O6.

## Properties
gap between HOMO and LUMO: 0.2948 Ha
HOMO level: -10.67 eV
max |F|: 1.5 eV/A
E_LUMO: -2.65 eV
total charge: +1

Each line ends with the Mulliken charge.
Positions of all 91 atoms, in Å:
1 N -2.901 -0.083 -4.396  -0.4809
2 C -1.937 -0.739 -4.853  -0.1690
3 C -1.018 -1.525 -3.932  -0.5441
4 N 0.438 -1.168 -4.073  0.1514
5 C 0.884 -0.057 -3.168  -0.9751
6 C 0.334 1.296 -3.606  -0.2978
7 N 0.984 2.386 -2.912  -0.6145
8 H -2.951 -0.160 -3.380  0.1973
9 H -1.768 -0.714 -5.927  0.3938
10 H -1.099 -2.573 -4.231  0.3904
11 H -1.325 -1.489 -2.895  0.4161
12 H 0.963 -2.002 -3.778  0.0479
13 H 0.616 -0.933 -5.050  0.3962
14 H 1.968 -0.010 -3.279  0.4997
15 H 0.637 -0.317 -2.145  0.4470
16 H -0.738 1.298 -3.420  0.3361
17 H 0.518 1.386 -4.686  0.1952
18 H 1.613 2.067 -2.188  0.2614
19 H 0.305 3.034 -2.529  0.3134
20 C 2.615 -3.549 -2.090  0.7598
21 O 1.378 -3.532 -2.130  -0.7552
22 N 3.327 -3.463 -0.969  0.1028
23 C 4.781 -3.489 -0.985  -0.8929
24 C 2.632 -3.343 0.305  -0.9009
25 H 3.233 -3.637 -2.997  -0.1453
26 H 5.138 -4.337 -0.398  0.3504
27 H 5.168 -2.566 -0.551  0.3481
28 H 5.146 -3.582 -2.005  0.2691
29 H 1.984 -4.206 0.455  0.2984
30 H 2.012 -2.445 0.304  0.2419
31 H 3.353 -3.284 1.116  0.3947
32 C -2.009 4.744 -0.471  0.0324
33 O -1.523 4.711 -1.592  -0.6012
34 N -1.366 4.377 0.647  0.1714
35 C -1.990 4.411 1.958  -0.7251
36 C 0.007 3.930 0.521  -0.8192
37 H -3.047 5.073 -0.292  0.3328
38 H -1.432 5.080 2.614  0.3599
39 H -1.990 3.409 2.389  0.1005
40 H -3.016 4.768 1.879  0.3041
41 H 0.609 4.730 0.085  0.3415
42 H 0.033 3.068 -0.148  0.0359
43 H 0.409 3.652 1.490  0.4126
44 C -1.141 0.485 2.453  0.1390
45 O -0.346 1.410 2.570  -0.6678
46 N -1.744 -0.151 3.457  0.2152
47 C -2.684 -1.233 3.215  -1.0873
48 C -1.455 0.251 4.824  -1.1421
49 H -1.438 0.095 1.463  0.3608
50 H -3.650 -0.970 3.628  0.3805
51 H -2.321 -2.147 3.694  0.3766
52 H -2.791 -1.407 2.152  0.3237
53 H -1.719 1.301 4.961  0.2968
54 H -0.389 0.134 5.021  0.3999
55 H -2.021 -0.362 5.520  0.4104
56 C -5.724 0.544 1.824  0.0826
57 O -4.790 -0.243 1.832  -0.5546
58 N -5.756 1.687 1.119  0.1755
59 C -6.898 2.584 1.152  -0.9166
60 C -4.609 2.033 0.298  -0.6894
61 H -6.638 0.372 2.415  0.2812
62 H -7.309 2.695 0.147  0.3388
63 H -6.588 3.563 1.521  0.3214
64 H -7.670 2.188 1.808  0.2970
65 H -4.437 1.250 -0.443  0.3206
66 H -3.717 2.114 0.923  0.0013
67 H -4.786 2.979 -0.208  0.3478
68 C 1.235 -0.598 8.093  0.1214
69 O 1.048 -1.396 7.194  -0.5840
70 N 2.111 0.424 8.045  0.1171
71 C 2.287 1.342 9.154  -0.9220
72 C 2.903 0.607 6.841  -0.8352
73 H 0.684 -0.651 9.048  0.2908
74 H 2.055 2.360 8.832  0.3391
75 H 3.320 1.306 9.504  0.3331
76 H 1.627 1.073 9.976  0.2931
77 H 2.245 0.763 5.985  0.1867
78 H 3.502 -0.285 6.654  0.3034
79 H 3.558 1.467 6.957  0.3742
80 C 3.964 -3.685 -5.425  0.1056
81 O 4.524 -3.143 -4.484  -0.6637
82 N 3.620 -3.069 -6.568  0.1447
83 C 2.958 -3.771 -7.655  -0.9118
84 C 3.926 -1.655 -6.719  -0.8555
85 H 3.695 -4.754 -5.410  0.3082
86 H 3.573 -3.722 -8.554  0.3473
87 H 1.990 -3.309 -7.860  0.3276
88 H 2.801 -4.815 -7.392  0.3063
89 H 5.000 -1.497 -6.627  0.3207
90 H 3.431 -1.081 -5.932  0.1600
91 H 3.590 -1.305 -7.692  0.4006

***

The following is a DFT calculation (ωB97M-V with the def2-TZVPD basis set) of a single C5H6N2O molecule.

## Properties
gap between HOMO and LUMO: 0.3563 Ha
structure (SMILES): NC(=O)n1cccc1
HOMO level: -8.99 eV
max |F|: 5.2 eV/A
E_LUMO: 0.70 eV
relative energy (zero: lowest compared OMol25 entry of this formula, charge and spin): 2.237 eV

Each line ends with the Mulliken charge.
Positions of all 14 atoms, in Å:
1 N -1.320 1.385 1.479  -0.3904
2 C -0.023 1.084 1.367  0.4798
3 O 0.906 1.652 1.941  -0.5862
4 N 0.161 -0.145 0.509  0.0657
5 C 1.285 0.055 -0.406  -0.1707
6 C 1.338 -0.867 -1.481  -0.4883
7 C -0.090 -1.456 -1.392  -0.1666
8 C -0.760 -1.009 -0.264  -0.5510
9 H -1.804 2.250 2.063  0.2822
10 H -1.905 0.710 0.770  0.3020
11 H 2.142 0.786 -0.442  0.3003
12 H 1.988 -0.725 -2.385  0.3083
13 H -0.437 -2.110 -2.243  0.3268
14 H -1.481 -1.610 0.485  0.2882

***

The following is a DFT calculation (ωB97M-V with the def2-TZVPD basis set) of a single C6H9NO2 molecule.

## Properties
gap between HOMO and LUMO: 0.2979 Ha
structure (SMILES): CN(C)c1ccoc1O
HOMO level: -7.27 eV
max |F|: 4.3 eV/A
E_LUMO: 0.84 eV
relative energy (zero: lowest compared OMol25 entry of this formula, charge and spin): 2.875 eV

Each line ends with the Mulliken charge.
Positions of all 18 atoms, in Å:
1 C 1.854 -0.790 0.133  -1.1970
2 N 0.881 0.253 0.458  -0.0609
3 C 1.409 1.499 -0.159  -1.0721
4 C -0.427 -0.188 0.122  0.7957
5 C -0.982 -1.491 0.044  -0.2799
6 C -2.315 -1.437 -0.028  -0.7985
7 O -2.728 -0.099 0.000  -0.3725
8 C -1.593 0.637 0.105  0.2273
9 O -1.770 1.969 -0.028  -0.4847
10 H 1.687 -1.750 0.523  0.3475
11 H 2.166 -0.775 -0.939  0.3926
12 H 2.818 -0.545 0.536  0.3721
13 H 2.466 1.448 -0.117  0.4442
14 H 1.425 1.391 -1.272  0.3948
15 H 1.110 2.478 0.260  0.2551
16 H -0.319 -2.418 0.104  0.2044
17 H -3.046 -2.180 -0.220  0.4540
18 H -2.635 1.996 0.476  0.3779